{"formula": "C49H100F24N13O32S16", "method": "ωB97M-V/def2-TZVPD", "molar_mass_g_mol": 2352.42, "total_energy_ha": -13813.86480, "e_homo_ev": -2.93, "homo_lumo_gap_ev": 6.044, "fmax_ev_per_a": 11.39, "total_charge": -3, "species": ["C", "C", "C", "N", "C", "C", "C", "C", "C", "C", "H", "H", "H", "H", "H", "H", "H", "H", "H", "H", "H", "H", "H", "H", "H", "H", "H", "H", "H", "H", "C", "C", "C", "N", "C", "C", "C", "C", "C", "C", "H", "H", "H", "H", "H", "H", "H", "H", "H", "H", "H", "H", "H", "H", "H", "H", "H", "H", "H", "H", "C", "C", "C", "N", "C", "C", "C", "C", "C", "C", "H", "H", "H", "H", "H", "H", "H", "H", "H", "H", "H", "H", "H", "H", "H", "H", "H", "H", "H", "H", "C", "C", "C", "N", "C", "C", "C", "C", "C", "C", "H", "H", "H", "H", "H", "H", "H", "H", "H", "H", "H", "H", "H", "H", "H", "H", "H", "H", "H", "H", "C", "C", "C", "N", "C", "C", "C", "C", "C", "C", "H", "H", "H", "H", "H", "H", "H", "H", "H", "H", "H", "H", "H", "H", "H", "H", "H", "H", "H", "H", "N", "S", "O", "O", "F", "S", "O", "O", "F", "N", "S", "O", "O", "F", "S", "O", "O", "F", "N", "S", "O", "O", "F", "S", "O", "O", "F", "N", "S", "O", "O", "F", "S", "O", "O", "F", "N", "S", "O", "O", "F", "S", "O", "O", "F", "N", "S", "O", "O", "F", "S", "O", "O", "F", "C", "F", "F", "F", "S", "O", "O", "N", "S", "O", "O", "C", "F", "F", "F", "C", "F", "F", "F", "S", "O", "O", "N", "S", "O", "O", "C", "F", "F", "F"], "positions_angstrom": [[1.9076, 2.2611, 2.8987], [2.1276, 3.8730, 2.7867], [0.8672, 4.5591, 3.2182], [1.0730, 6.1189, 3.2378], [2.0326, 6.5088, 4.3617], [1.4378, 6.1494, 5.7426], [0.1113, 6.8074, 5.9682], [-0.9003, 6.4924, 4.8802], [-0.3769, 6.6804, 3.4456], [1.5863, 6.6113, 1.8508], [1.8776, 1.9268, 3.9357], [2.6523, 1.6922, 2.3419], [0.9729, 1.8719, 2.4949], [2.2740, 3.9685, 1.7108], [2.9898, 4.1641, 3.3867], [0.5460, 4.2423, 4.2105], [0.0342, 4.2937, 2.5672], [2.9566, 5.9476, 4.2225], [2.2264, 7.5750, 4.2439], [1.4404, 5.0935, 6.0128], [2.0556, 6.5878, 6.5264], [-0.2076, 6.3720, 6.9153], [0.3573, 7.8684, 6.0098], [-1.2630, 5.4871, 5.0947], [-1.7267, 7.1899, 5.0171], [-0.9680, 6.0509, 2.7803], [-0.4043, 7.7064, 3.0788], [0.8598, 6.1772, 1.1639], [2.5634, 6.3006, 1.4811], [1.5636, 7.6981, 1.9316], [2.4390, -3.0626, 1.9336], [2.2437, -2.0037, 0.7774], [0.7859, -2.1408, 0.1936], [0.4492, -1.1592, -0.9400], [-0.9312, -1.5573, -1.5530], [-2.1017, -1.1624, -0.5612], [-2.0175, 0.2927, -0.0568], [-0.5827, 0.6247, 0.4898], [0.5032, 0.3554, -0.4899], [1.4248, -1.2372, -2.0618], [2.1810, -3.9987, 1.4383], [1.6197, -2.8990, 2.6336], [3.3580, -3.0350, 2.5192], [2.9819, -2.1286, -0.0148], [2.4205, -1.1234, 1.3954], [0.0459, -2.0746, 0.9911], [0.7224, -3.0595, -0.3895], [-0.8908, -2.6439, -1.6289], [-0.9231, -1.1181, -2.5505], [-1.9965, -1.7882, 0.3250], [-3.0921, -1.3381, -0.9811], [-2.7580, 0.4489, 0.7276], [-2.1888, 0.9232, -0.9292], [-0.3538, 0.1589, 1.4483], [-0.6094, 1.6714, 0.7928], [1.4951, 0.5637, -0.0889], [0.3646, 0.9681, -1.3807], [2.4377, -0.8862, -1.8644], [1.0020, -0.6146, -2.8503], [1.3642, -2.3146, -2.2151], [0.1497, -4.6428, -3.8443], [0.9989, -3.7851, -4.6929], [1.9830, -4.5995, -5.7058], [2.9143, -3.7727, -6.5773], [3.9352, -2.9633, -5.6983], [5.1062, -2.3778, -6.5915], [5.6985, -3.3867, -7.5745], [4.7451, -4.1540, -8.3561], [3.6625, -4.8103, -7.4927], [2.0591, -2.8748, -7.5039], [-0.4689, -4.1269, -3.1099], [0.7906, -5.2786, -3.2335], [-0.5179, -5.3275, -4.3673], [1.6318, -3.2342, -3.9972], [0.3558, -3.1112, -5.2589], [1.3638, -5.2359, -6.3381], [2.6362, -5.3146, -5.2057], [4.4004, -3.6468, -4.9881], [3.2908, -2.1980, -5.2656], [5.8166, -2.0201, -5.8462], [4.6937, -1.4869, -7.0652], [6.3962, -4.0633, -7.0810], [6.3796, -2.7927, -8.1840], [5.3273, -4.8649, -8.9423], [4.3737, -3.5382, -9.1753], [4.1056, -5.5857, -6.8677], [2.8226, -5.2287, -8.0473], [1.4847, -2.1401, -6.9396], [1.2283, -3.3893, -7.9867], [2.7187, -2.2533, -8.1095], [3.1623, 3.2073, -0.8812], [1.8904, 4.0737, -1.1318], [1.5795, 4.2384, -2.5710], [0.3754, 5.2046, -2.9022], [-0.8791, 4.6204, -2.2768], [-2.1657, 5.2626, -2.8148], [-2.1485, 5.3879, -4.3258], [-0.8928, 6.1130, -4.8788], [0.2866, 5.2578, -4.4203], [0.7273, 6.6110, -2.4219], [3.0676, 2.2366, -1.3678], [3.3575, 2.8935, 0.1442], [4.1234, 3.5979, -1.2158], [1.8974, 5.0364, -0.6207], [1.1039, 3.5009, -0.6406], [1.2354, 3.2905, -2.9848], [2.4239, 4.5764, -3.1718], [-0.8057, 3.5421, -2.4181], [-0.7142, 4.7977, -1.2140], [-3.0374, 4.7120, -2.4609], [-2.2555, 6.2635, -2.3925], [-2.3106, 4.3855, -4.7221], [-3.0154, 6.0091, -4.5511], [-0.9636, 6.0095, -5.9615], [-0.7447, 7.1794, -4.7086], [0.0528, 4.3210, -4.9261], [1.2288, 5.6241, -4.8280], [1.5583, 7.0583, -2.9672], [0.8745, 6.6192, -1.3419], [-0.1552, 7.2331, -2.5715], [-5.8043, -0.6799, 1.9908], [-6.2782, -1.9376, 2.7419], [-5.1870, -2.5774, 3.6821], [-5.8028, -3.7474, 4.5313], [-7.0255, -3.4286, 5.3659], [-6.7082, -2.4070, 6.4979], [-5.6850, -3.0400, 7.4649], [-4.4189, -3.4505, 6.7448], [-4.7600, -4.4032, 5.5336], [-6.1716, -4.9140, 3.6169], [-6.5231, -0.1821, 1.3398], [-4.8843, -0.9448, 1.4699], [-5.4910, 0.0325, 2.7541], [-6.7274, -2.6428, 2.0426], [-7.0912, -1.6252, 3.3974], [-4.8630, -1.8918, 4.4651], [-4.3891, -3.0347, 3.0971], [-7.8450, -3.1544, 4.7016], [-7.3384, -4.3702, 5.8172], [-6.3882, -1.4715, 6.0390], [-7.6197, -2.2190, 7.0653], [-5.3723, -2.2923, 8.1938], [-6.1917, -3.7808, 8.0834], [-3.8773, -2.5625, 6.4191], [-3.8374, -3.9575, 7.5147], [-3.8816, -4.6186, 4.9252], [-4.9713, -5.4353, 5.8132], [-6.3045, -5.8516, 4.1567], [-5.3589, -5.1790, 2.9406], [-6.9989, -4.5715, 2.9953], [5.3636, -5.4004, -1.2910], [3.9174, -5.5661, -1.3319], [3.3123, -6.8716, -1.4108], [3.1668, -4.4578, -1.9506], [3.6839, -5.2165, 0.2240], [5.6313, -6.3475, -2.7422], [4.9955, -5.9753, -3.9322], [6.0801, -7.7560, -2.5932], [7.0866, -5.6494, -2.8784], [-1.4736, -6.5641, 1.1014], [-1.1872, -5.3310, 1.9351], [-1.2654, -4.0325, 1.2154], [-0.3610, -5.4257, 3.1525], [-2.6920, -5.3798, 2.5938], [0.0369, -6.5154, 0.2941], [1.2837, -6.6287, 1.0552], [0.0155, -5.6407, -0.8619], [-0.0646, -8.0001, -0.4080], [6.1738, -1.6202, -1.2261], [6.1495, -1.1089, -2.6332], [7.3505, -0.4817, -3.1591], [4.8893, -0.5477, -3.2036], [6.1868, -2.5935, -3.3337], [5.8754, -0.1305, -0.5553], [4.4615, 0.2681, -0.6314], [6.9063, 0.9062, -0.4677], [5.8262, -0.7582, 0.9534], [-4.4800, -5.4009, -1.6319], [-4.2080, -4.4844, -2.8516], [-3.7193, -3.0950, -2.6506], [-4.9037, -4.6713, -4.1160], [-2.8099, -5.1510, -3.3072], [-5.3106, -4.1448, -0.8343], [-6.3191, -3.2834, -1.4623], [-4.6079, -3.5141, 0.2460], [-6.3638, -5.0686, -0.0510], [-0.2511, 1.3800, -3.7884], [0.9810, 1.0915, -5.0078], [1.2287, 2.1718, -5.9341], [1.1741, -0.3635, -5.2889], [2.2780, 1.2074, -4.0350], [-1.3272, 1.0092, -4.7413], [-1.5843, -0.3886, -4.8528], [-1.5122, 1.8720, -5.9181], [-2.5592, 1.4907, -3.8827], [7.0026, -3.7585, 2.0356], [8.4771, -3.2804, 2.6187], [9.5153, -4.2756, 2.4428], [8.6221, -2.3614, 3.7617], [8.6676, -2.2383, 1.3940], [6.3550, -3.8014, 3.3648], [5.6341, -2.6433, 3.8445], [6.8617, -4.6894, 4.4577], [5.0643, -4.5775, 2.7541], [-1.6312, 8.5723, -0.3289], [-1.4501, 9.7711, 0.1916], [-1.7123, 8.6325, -1.6482], [-0.6621, 7.7760, -0.0170], [-3.2912, 7.8879, 0.4401], [-3.1340, 8.1068, 1.8684], [-4.3319, 8.6909, -0.1801], [-3.3264, 6.3005, -0.1349], [-4.0358, 5.4946, 0.8878], [-3.1684, 5.2137, 2.0319], [-5.4154, 5.9826, 1.1861], [-4.2714, 3.8711, 0.0150], [-5.0898, 3.9406, -1.0644], [-3.0852, 3.5147, -0.4485], [-4.8032, 2.9779, 0.8791], [-3.7923, 1.8614, 5.0595], [-3.9613, 2.2106, 6.3837], [-4.4399, 0.6630, 4.7595], [-4.3740, 2.8508, 4.3503], [-1.8879, 1.7278, 4.6239], [-1.7513, 1.5584, 3.1918], [-1.3248, 2.9734, 5.1430], [-1.4464, 0.3951, 5.7050], [-1.1998, -0.7478, 4.6678], [-2.3979, -1.2922, 3.9765], [-0.0982, -0.4585, 3.7456], [-0.6714, -2.2289, 5.7747], [-0.6866, -3.3442, 5.0007], [0.5532, -1.9449, 6.3153], [-1.5698, -2.4207, 6.7082]], "forces_ev_per_a": [[0.043, 0.935, 0.329], [-0.746, -3.078, -0.409], [0.668, 0.507, 0.192], [-0.212, -0.817, -0.398], [-0.689, -1.003, 0.167], [0.972, 0.504, -0.057], [0.200, -0.376, -0.337], [0.211, 0.417, 0.273], [0.623, -0.779, 0.059], [-1.121, -0.311, 1.202], [0.311, 0.066, 0.039], [0.421, 0.300, 0.251], [-0.359, 0.663, -0.158], [0.393, 0.654, 0.115], [0.087, -0.139, -0.305], [0.098, 0.246, 0.020], [0.001, 0.419, -0.217], [-0.044, 0.246, -0.270], [-0.086, 0.039, 0.149], [-0.076, -0.185, -0.668], [0.632, 0.012, -0.237], [-0.505, 0.726, 0.158], [-0.554, 0.262, 0.365], [-0.134, -0.090, -0.592], [-0.258, -0.207, -0.310], [-0.237, 0.377, -0.110], [0.123, 0.047, 0.248], [-0.118, 0.520, -0.122], [0.126, -0.365, 0.959], [-0.224, -0.074, -0.379], [-1.786, -0.034, -1.376], [-0.472, -0.476, 1.223], [1.781, 0.579, -0.265], [0.025, 2.572, 0.768], [-0.161, 0.700, 1.721], [1.103, 0.320, 0.040], [1.553, -0.735, -0.350], [-1.389, 0.264, 0.729], [-0.584, -1.332, -0.356], [-0.575, -0.801, 0.235], [0.707, -0.503, 0.644], [-0.128, 0.125, 0.220], [0.116, -0.020, -0.739], [0.078, 0.118, 0.184], [-0.208, 0.902, -0.911], [-0.041, -0.075, -0.380], [-0.087, -0.519, 0.731], [-0.059, 0.066, -0.093], [-0.482, 0.107, 0.178], [-0.135, -0.376, -0.154], [0.290, -0.280, -0.298], [-0.016, 0.196, -0.116], [-0.266, 0.463, 0.090], [-0.301, -0.530, -0.054], [0.234, 0.431, -0.306], [0.108, -0.416, -0.022], [0.005, -0.273, -0.315], [-0.089, -0.188, 0.529], [0.135, -0.589, -0.090], [0.778, 0.074, -1.004], [-0.134, -2.026, 0.918], [1.792, 0.218, -1.451], [-1.080, 0.375, 1.424], [-0.146, -0.425, -0.970], [0.152, -0.142, -1.841], [-1.895, -0.330, 1.277], [2.025, 1.648, 1.698], [-1.100, -0.545, -1.545], [-0.559, 1.084, 0.145], [0.418, 0.728, 1.409], [0.091, 0.353, -0.352], [0.065, -0.091, 0.140], [-0.096, 0.163, -0.307], [0.130, 0.286, -0.384], [0.292, 0.268, -0.184], [-0.093, 0.294, -0.481], [0.013, 0.316, 0.611], [-0.613, -0.141, 0.256], [0.539, 0.008, 0.386], [0.212, -0.064, -0.167], [0.208, 0.028, -0.437], [-0.187, -0.113, 0.556], [-0.080, -0.085, -0.515], [-0.273, -0.752, 0.303], [-0.777, 0.235, 0.193], [-0.117, 0.215, 0.325], [0.339, -0.205, -0.258], [0.447, -0.046, 0.774], [0.778, -0.678, -0.435], [-0.119, -0.591, -0.411], [0.137, -0.270, -0.385], [0.544, -0.714, 1.549], [-1.052, 0.090, -1.241], [2.023, -0.199, -0.606], [0.143, 0.462, 0.350], [0.988, 0.400, 0.318], [-0.651, 1.153, 0.463], [-0.175, -1.359, -0.104], [-0.580, 0.772, -0.776], [-1.420, -0.404, 0.157], [-0.123, 0.024, -0.316], [-0.486, 0.409, 0.258], [-0.189, 0.420, -0.285], [0.437, 0.083, 0.080], [-0.352, 0.027, -0.048], [0.190, -0.028, -0.098], [-0.011, 0.202, 0.083], [-0.170, 0.007, -0.342], [-0.457, 0.022, 0.122], [0.243, -0.056, -0.120], [-0.037, -0.052, 0.138], [0.379, 0.110, -0.628], [-0.202, -0.223, -0.347], [0.276, 0.011, -0.123], [-0.521, -0.001, 0.502], [0.528, -0.724, 0.927], [0.168, -0.062, 0.369], [0.073, -0.516, 0.003], [0.299, -0.279, -0.291], [0.151, -0.098, -0.178], [1.216, -0.418, 1.013], [-0.274, 0.100, 0.700], [-1.563, -0.319, -0.053], [0.441, -2.659, 0.707], [0.247, 0.507, 0.302], [-0.182, -1.099, -0.456], [-0.329, 1.671, -0.160], [-1.050, -1.312, -0.610], [1.553, 1.658, -0.356], [0.438, 0.573, -0.626], [-0.084, -0.507, 0.007], [-0.162, 0.137, -0.472], [-0.053, 0.248, -0.109], [0.426, -0.263, -0.035], [-0.243, 0.082, 0.113], [0.433, 0.175, -0.601], [0.252, 0.173, 0.294], [0.218, 0.354, -0.019], [0.192, -0.154, 0.032], [0.205, 0.071, 0.229], [-0.184, 0.119, -0.244], [-0.134, 0.260, 0.080], [0.166, -0.585, -0.365], [-0.017, -0.175, -0.137], [0.512, -0.277, -0.560], [0.283, 0.679, -0.240], [-1.300, 0.307, 0.252], [-0.696, 0.447, 0.381], [0.361, 0.656, -0.040], [-0.139, -0.462, 0.214], [5.643, -2.536, -3.945], [-10.254, 2.806, 4.089], [0.741, -0.039, -1.116], [0.889, -1.451, -0.164], [0.158, -0.071, -0.521], [7.003, -1.954, 3.127], [-1.844, 0.680, -1.828], [-1.974, 2.871, 0.071], [-0.416, -0.134, -0.452], [3.737, -1.720, -2.476], [-2.128, 5.578, 4.597], [0.832, -2.539, 1.536], [-1.183, 0.156, -2.582], [-0.351, 0.237, 0.472], [2.164, -2.549, -2.892], [-2.983, 0.431, -0.756], [-0.232, -0.669, 1.543], [-0.382, 1.068, 0.833], [-0.242, 2.499, 2.935], [-0.700, -0.812, -9.004], [-0.852, -0.360, 0.679], [2.217, -1.033, 1.280], [0.000, 0.796, 0.245], [-1.999, 0.141, 6.402], [2.126, 0.145, -0.695], [-1.561, -1.887, -0.939], [0.663, 0.695, -1.161], [-2.506, 2.916, 1.748], [5.021, 2.220, -7.082], [-1.589, -2.273, 0.867], [-0.832, -0.154, 1.922], [-0.125, -0.495, 0.631], [-2.965, 0.881, 2.961], [1.858, -1.316, -0.602], [0.542, -0.655, -0.542], [0.328, -1.067, 0.350], [6.159, 1.020, -0.472], [4.814, -2.502, 2.131], [-0.696, -1.222, 0.663], [-1.389, 3.764, -0.607], [-1.152, 0.827, 0.016], [-8.433, -0.550, -3.323], [0.296, 0.004, -0.594], [0.879, -1.253, 1.056], [-0.360, 0.427, 0.909], [5.093, 0.950, -1.074], [3.388, 2.222, -2.162], [-1.216, 0.800, 0.251], [-0.810, -1.948, -1.597], [0.549, -0.480, 0.360], [-8.246, -2.762, 6.649], [1.333, 0.248, -0.081], [-0.232, 1.666, -2.687], [0.385, -0.698, 0.556], [-3.521, -0.736, 0.689], [0.404, 0.373, -0.145], [0.021, 0.469, -0.545], [1.894, -0.881, 0.682], [-0.973, 0.966, -0.998], [0.615, -0.697, -1.100], [1.206, -0.733, 0.044], [2.594, 5.197, -2.316], [-4.449, -2.199, 5.347], [-0.820, -0.479, -0.722], [2.594, -1.200, -0.493], [-1.011, 0.158, -0.125], [0.285, 0.200, 0.810], [0.444, -0.879, 0.280], [0.866, 0.679, -0.841], [-0.241, -0.063, -0.080], [0.220, -1.095, -1.671], [0.962, 2.141, 0.985], [0.586, -1.074, 0.358], [0.385, 0.290, 1.612], [-0.793, -0.016, 1.402], [-0.648, -1.112, 0.076], [-1.289, 3.247, -1.736], [0.426, -3.318, -3.630], [1.221, 0.765, 1.600], [-0.594, -0.657, 1.448], [0.897, 0.743, -1.996], [0.775, 1.475, 0.989], [-1.493, -0.954, -0.520], [-0.320, -0.001, 1.301]], "mulliken_charge": [-1.64, 0.38, -0.59, 0.75, -0.66, -0.62, -0.88, -0.51, -0.53, -1.18, 0.52, 0.70, -0.11, -0.33, 0.36, 0.28, 0.24, 0.36, 0.57, 0.36, 0.42, 0.34, 0.32, 0.00, 0.61, 0.10, 0.56, 0.21, 0.37, 0.61, -0.54, 0.87, 0.49, 0.96, 0.91, -0.26, -0.39, 0.89, 0.54, 1.15, 0.08, -0.09, 0.01, -0.14, -0.77, 0.43, -0.14, -0.77, -0.46, -0.45, 0.92, 0.46, -0.27, -0.67, 0.18, -0.06, -0.22, -0.68, 0.07, -0.59, -1.15, 1.75, -1.26, 0.38, 0.07, -0.72, -0.74, -0.69, -0.61, -0.60, -0.26, 0.20, 0.58, -0.62, 0.23, 0.53, 0.23, 0.05, -0.01, 0.27, 0.41, 0.27, 0.43, 0.38, 0.34, 0.39, 0.54, 0.01, 0.32, 0.42, -1.57, 1.80, -0.25, 0.74, 0.56, 0.50, -0.90, -0.99, -0.10, -0.45, 0.07, 0.23, 0.44, -0.49, -0.14, -0.68, 0.71, -0.51, 0.10, 0.01, -0.24, 0.30, 0.48, 0.53, 0.26, -0.25, 0.62, 0.27, -0.22, 0.33, -1.19, -0.51, 0.67, 0.16, -0.94, -0.37, -1.09, 0.24, -0.48, -1.04, 0.52, 0.04, 0.15, 0.18, 0.48, -0.02, -0.05, 0.55, 0.57, 0.06, 0.44, 0.44, 0.33, -0.32, 0.50, 0.16, 0.52, 0.39, 0.23, 0.51, -0.08, 0.85, -0.69, -0.20, -0.32, 0.81, -0.44, -0.66, -0.31, -0.53, 0.97, -0.31, -0.68, -0.44, 0.99, -0.52, -0.47, -0.38, 0.07, 0.91, -0.70, -0.56, -0.30, 0.91, -0.35, -0.67, -0.23, -0.33, 1.01, -0.43, -0.70, -0.24, 0.99, -0.63, -0.23, -0.39, 0.07, 0.58, -0.66, -0.30, -0.23, 0.95, -0.69, -0.69, -0.29, 0.07, 0.92, -0.65, -0.58, -0.25, 1.08, -0.61, -0.70, -0.29, 0.65, -0.23, -0.26, -0.18, 0.78, -0.55, -0.68, -0.14, 0.73, -0.45, -0.71, 0.45, -0.27, -0.12, -0.14, 0.31, -0.25, -0.18, -0.18, 0.89, -0.13, -0.70, -0.77, 0.47, 0.05, -0.52, 0.17, -0.05, -0.19, -0.17]}